# 1
{
  "formula": "C28H27IrN6O6",
  "method": "ωB97M-V/def2-TZVPD",
  "multiplicity": 1,
  "gap_ev": 7.294,
  "e_tot_ha": -1967.47232,
  "species": ["Ir", "O", "C", "C", "C", "C", "C", "C", "C", "N", "N", "C", "O", "C", "C", "C", "C", "C", "C", "H", "H", "H", "H", "H", "H", "H", "H", "H", "H", "C", "C", "N", "C", "N", "C", "C", "C", "N", "C", "H", "H", "H", "H", "H", "H", "H", "H", "H", "H", "H", "H", "H", "O", "C", "O", "C", "C", "C", "C", "C", "C", "N", "O", "O", "H", "H", "H", "H"],
  "coordinates": [[1.33823, -0.62854, -0.12404], [2.50190, 0.79154, 0.66570], [3.04527, 0.70385, 1.85522], [3.67118, 1.86515, 2.36102], [4.21722, 1.89162, 3.61740], [4.16147, 0.75933, 4.44556], [3.61831, -0.39498, 3.95251], [3.07318, -0.47229, 2.65400], [2.58864, -1.76208, 2.23059], [2.00003, -2.00261, 1.12208], [1.55458, -3.30347, 0.86935], [0.78255, -3.33082, -0.18216], [0.50275, -2.29392, -0.91971], [0.14375, -4.61893, -0.55586], [0.44090, -5.79462, 0.12503], [-0.19069, -6.97639, -0.22676], [-1.12384, -6.99295, -1.25497], [-1.42316, -5.82043, -1.93466], [-0.79089, -4.63493, -1.58586], [3.70095, 2.73001, 1.71065], [4.70209, 2.79362, 3.97039], [4.55528, 0.79724, 5.45212], [3.60937, -1.29321, 4.56147], [2.68361, -2.60779, 2.90971], [1.16782, -5.77258, 0.92584], [0.04356, -7.89054, 0.30423], [-1.62240, -7.91682, -1.51969], [-2.15084, -5.82481, -2.73624], [-1.01441, -3.70926, -2.09811], [-2.41847, 3.10113, 0.54483], [-0.92354, 3.22603, 0.36564], [-0.30909, 1.91584, 0.51022], [-0.83375, 0.85170, 1.13187], [-0.15720, -0.30012, 1.16885], [-0.66873, -1.40936, 1.98037], [-2.17938, -1.38883, 2.08403], [-2.61563, -0.03165, 2.57064], [-2.04072, 1.01042, 1.73953], [-2.66207, 2.32718, 1.82241], [-2.84925, 2.55556, -0.29865], [-2.88723, 4.08297, 0.59911], [-0.51474, 3.91270, 1.11249], [-0.67862, 3.61587, -0.62063], [0.55228, 1.74336, 0.01912], [-0.22516, -1.36123, 2.98171], [-0.35695, -2.34137, 1.53878], [-2.51290, -2.15088, 2.78819], [-2.61622, -1.60403, 1.10598], [-2.30523, 0.10096, 3.61409], [-3.70048, 0.06870, 2.52932], [-2.26601, 2.88542, 2.67930], [-3.72818, 2.17602, 1.98677], [2.47226, 1.52417, -2.41753], [1.26559, 1.36938, -2.40183], [0.60982, 0.50888, -1.68551], [0.36642, 2.22990, -3.26616], [-1.01820, 2.17228, -3.14215], [-1.82289, 2.99267, -3.91524], [-1.22103, 3.85481, -4.81229], [0.14980, 3.90820, -4.97666], [0.94501, 3.08975, -4.19080], [-2.07651, 4.75484, -5.61883], [-3.27167, 4.73588, -5.40476], [-1.53297, 5.46204, -6.44048], [-1.45051, 1.46914, -2.44320], [-2.90087, 2.96942, -3.84387], [0.57384, 4.57937, -5.70924], [2.02274, 3.10250, -4.28025]],
  "atomic_forces_ev_per_a": [[0.82, -0.88, -0.10], [-0.07, 0.57, -0.03], [-0.17, -0.19, -0.19], [0.02, 0.01, -0.02], [-0.03, -0.06, 0.00], [0.10, 0.10, 0.09], [0.02, -0.14, 0.00], [-0.14, -0.02, -0.04], [0.25, 0.05, 0.61], [-0.49, -0.11, -0.42], [0.11, 0.10, 0.23], [0.18, 0.10, -0.27], [-0.31, -0.13, 0.11], [0.00, 0.10, -0.04], [0.05, -0.09, 0.05], [0.02, -0.03, 0.04], [-0.04, 0.05, -0.01], [0.03, 0.05, 0.02], [-0.04, -0.03, -0.03], [-0.02, -0.01, 0.01], [-0.06, 0.01, 0.02], [0.05, -0.03, -0.03], [0.00, 0.03, 0.00], [0.22, 0.02, -0.05], [-0.01, 0.01, -0.02], [0.00, 0.02, 0.00], [0.02, 0.00, -0.01], [0.01, -0.01, 0.01], [0.00, -0.02, -0.03], [-0.02, -0.05, -0.02], [-0.04, -0.05, 0.02], [-0.03, 0.03, 0.05], [0.10, 0.00, 0.24], [-0.46, 0.40, -0.45], [-0.13, 0.19, 0.12], [0.06, 0.01, -0.11], [-0.02, -0.02, 0.11], [0.03, -0.07, -0.02], [0.07, 0.02, 0.01], [-0.03, 0.04, 0.01], [0.02, 0.00, -0.01], [0.03, 0.02, -0.01], [0.06, -0.02, -0.05], [0.12, 0.06, 0.09], [0.02, 0.03, -0.01], [0.02, -0.11, -0.01], [0.01, -0.06, -0.05], [-0.02, 0.02, 0.02], [-0.05, 0.05, 0.02], [-0.01, 0.03, 0.01], [-0.04, 0.00, 0.03], [0.00, -0.05, 0.02], [0.04, 0.01, -0.01], [0.10, -0.22, 0.05], [-0.36, 0.31, 0.05], [0.02, -0.10, -0.02], [-0.01, 0.00, -0.03], [-0.15, -0.02, 0.04], [-0.03, 0.03, -0.01], [0.11, 0.07, -0.08], [-0.01, 0.05, -0.02], [0.10, -0.12, 0.07], [-0.05, -0.01, 0.01], [0.03, 0.03, -0.03], [0.00, 0.01, 0.00], [0.02, 0.01, 0.03], [0.00, 0.01, 0.03], [-0.01, 0.01, 0.01]]
}


# 2
{
  "formula": "C4H13N3",
  "method": "ωB97M-V/def2-TZVPD",
  "multiplicity": 1,
  "charge": 2,
  "gap_ev": [8.901, 6.670],
  "e_tot_ha": -323.63935,
  "species": ["C", "C", "C", "C", "N", "N", "N", "H", "H", "H", "H", "H", "H", "H", "H", "H", "H", "H", "H", "H"],
  "coordinates": [[-2.91110, 0.14126, 0.48209], [-0.48744, -0.25853, 0.13184], [-0.40261, -1.58705, -0.48428], [2.83849, -0.37900, 0.28311], [-1.87930, 0.22677, -0.25686], [0.69432, 2.00244, 0.01849], [0.57195, 0.64450, -0.33114], [-2.86951, -0.06970, 1.54766], [-3.87796, 0.51725, 0.13189], [-0.42076, -0.12321, 1.17620], [0.52956, -2.12122, -0.20117], [-0.38278, -1.31336, -1.59191], [-1.14844, -2.39806, -0.19317], [2.16986, -0.57469, 1.11077], [3.35189, -1.16355, -0.26744], [3.38556, 0.57247, 0.32730], [-2.06427, 0.72183, -1.08489], [1.47130, 2.46741, -0.51238], [0.74710, 2.16904, 1.00425], [0.68415, 0.52540, -1.29033]],
  "atomic_forces_ev_per_a": [[-0.49, 1.14, 0.85], [-0.87, 2.03, 0.45], [1.22, -2.12, -1.16], [-0.03, 0.83, 0.79], [-0.10, 0.11, 1.95], [-0.19, -0.41, -1.27], [1.49, -0.10, 0.80], [0.27, -0.79, -0.15], [0.31, -0.26, -0.26], [-0.47, -0.62, 1.52], [-0.19, 0.65, -0.43], [-0.19, -1.31, 1.06], [0.31, 1.70, -0.55], [0.32, -0.34, -0.05], [-0.66, -0.12, -0.29], [-0.56, -0.16, -0.29], [0.29, 0.41, -2.05], [-1.08, -0.70, 0.68], [0.12, -0.05, 0.61], [0.50, 0.11, -2.21]]
}


# 3
{
  "formula": "C6H15ClO2Si",
  "method": "ωB97M-V/def2-TZVPD",
  "multiplicity": 1,
  "smiles": "CCO[Si](C)(CCl)OCC",
  "gap_ev": 10.784,
  "e_tot_ha": -1137.82358,
  "species": ["Cl", "O", "O", "C", "C", "C", "C", "C", "C", "Si", "H", "H", "H", "H", "H", "H", "H", "H", "H", "H", "H", "H", "H", "H", "H"],
  "coordinates": [[-2.36251, 1.87185, 1.45788], [0.71610, 0.57229, 1.62209], [0.79833, 0.25337, -1.17992], [-0.82800, -1.37465, 2.27096], [1.38184, -1.54673, -2.74760], [0.55059, -0.88744, 1.89714], [0.27910, -0.69363, -2.07665], [0.44256, 2.92442, 0.23482], [-1.71261, 0.87694, 0.26731], [0.09520, 1.08238, 0.15406], [-1.28584, -0.67966, 3.01182], [-1.50875, -1.45138, 1.44632], [-0.72286, -2.28345, 2.77808], [1.06053, -2.19224, -3.55594], [2.14644, -0.87647, -3.23798], [1.97893, -2.08369, -1.95787], [1.28296, -1.22791, 2.72689], [1.07851, -1.39294, 1.02876], [-0.34331, -1.31162, -1.43658], [-0.37320, -0.29938, -2.83029], [1.39557, 3.04013, -0.20330], [0.43106, 3.40353, 1.16034], [-0.26289, 3.37012, -0.48941], [-2.11610, -0.13180, 0.39105], [-2.12166, 1.03793, -0.73200]],
  "atomic_forces_ev_per_a": [[-1.11, 1.55, 1.61], [-0.54, -2.13, -0.13], [-0.05, 1.96, 1.28], [-0.12, 2.07, 0.31], [1.72, 1.34, 0.90], [3.09, 0.10, -0.09], [0.09, -1.52, 0.56], [-0.94, -1.51, -2.59], [-0.66, -2.46, -2.69], [1.98, -0.15, 0.60], [0.35, -0.27, -0.52], [-0.20, -0.38, -0.26], [0.05, -1.61, 0.53], [-0.47, -0.31, 0.25], [-0.83, -0.35, 0.52], [-0.77, 0.19, -0.85], [-1.17, 1.26, -0.88], [-1.25, 0.19, 0.55], [-0.34, -0.78, -0.32], [-0.26, 0.79, -0.48], [1.35, 0.37, -0.51], [-0.32, 0.47, 1.55], [0.17, 0.22, 0.45], [0.47, 0.08, 0.30], [-0.24, 0.89, -0.10]]
}


Record-wise energy relative to the best compared isomer or geometry (same formula, charge and spin) values, in eV: 1.2412, 6.9018, 1.0139